The following is a DFT calculation (wB97M-V/def2-TZVPD) of 11 unconnected molecules or ions with the total composition C50H132N10O2.

Structure (ORCA input):
```
! RIJCOSX wB97M-V def2-TZVPD def2/J DEFGRID3
* xyz 0 1
N -3.050 1.123 -2.641
H -2.924 1.226 -1.645
H -3.429 0.196 -2.772
H -2.092 0.900 -2.873
H -3.429 1.919 -3.134
N -1.878 2.267 2.404
H -2.752 2.760 2.523
H -1.828 1.511 3.072
H -1.103 2.914 2.412
H -1.970 1.778 1.525
O -2.008 0.883 0.006
C -0.711 0.301 -0.335
C 0.140 0.732 -1.631
O -0.390 0.599 -2.948
H -0.738 -0.768 -0.125
H -0.193 0.508 0.602
H 1.083 0.193 -1.537
H 0.473 1.751 -1.433
C 0.095 4.535 -0.101
C 0.055 5.071 1.320
N 0.286 4.156 2.437
C 0.258 4.841 3.742
C -1.156 5.275 4.141
C 1.555 3.362 2.207
C 2.851 4.194 2.000
H -0.182 5.312 -0.813
H -0.541 3.650 -0.147
H 1.099 4.236 -0.401
H 0.694 5.950 1.410
H -0.982 5.387 1.439
H 0.881 5.736 3.713
H 0.710 4.215 4.511
H -1.839 4.482 3.838
H -1.436 6.200 3.638
H -1.221 5.427 5.218
H 1.705 2.638 3.008
H 1.447 2.679 1.364
H 2.843 4.913 2.819
H 3.704 3.515 2.031
H 2.907 4.801 1.097
C 7.572 -0.342 -2.448
C 6.477 -1.030 -1.664
N 5.736 -1.981 -2.467
C 4.907 -1.314 -3.482
C 3.849 -0.302 -2.975
C 4.927 -2.879 -1.653
C 5.767 -3.889 -0.895
H 7.114 0.349 -3.155
H 8.303 -1.052 -2.837
H 8.022 0.310 -1.699
H 6.989 -1.560 -0.861
H 5.852 -0.361 -1.071
H 5.532 -0.729 -4.156
H 4.395 -2.043 -4.110
H 4.314 0.643 -2.693
H 3.050 -0.009 -3.656
H 3.229 -0.732 -2.189
H 4.206 -3.436 -2.251
H 4.392 -2.257 -0.935
H 5.122 -4.519 -0.281
H 6.371 -3.367 -0.153
H 6.338 -4.561 -1.536
C 4.253 -2.231 4.686
C 4.159 -0.711 4.507
N 5.018 -0.199 3.471
C 5.341 1.211 3.643
C 6.044 1.517 4.932
C 4.596 -0.578 2.108
C 3.319 0.200 1.652
H 5.226 -2.558 5.055
H 4.051 -2.775 3.764
H 3.490 -2.570 5.387
H 3.120 -0.417 4.355
H 4.370 -0.254 5.474
H 6.000 1.510 2.827
H 4.470 1.866 3.647
H 6.474 2.515 4.841
H 5.400 1.574 5.810
H 6.866 0.842 5.166
H 4.436 -1.649 1.985
H 5.452 -0.335 1.478
H 3.188 0.142 0.572
H 3.380 1.249 1.945
H 2.449 -0.217 2.160
C -0.252 1.850 5.372
C -1.237 0.718 5.531
N -1.582 0.145 4.248
C -2.777 -0.678 4.384
C -3.323 -1.196 3.065
C -0.452 -0.628 3.749
C 0.080 -1.854 4.498
H -0.013 2.305 6.333
H -0.744 2.591 4.742
H 0.699 1.539 4.940
H -0.925 -0.027 6.263
H -2.111 1.153 6.017
H -2.619 -1.440 5.146
H -3.608 -0.040 4.683
H -4.332 -1.582 3.206
H -3.421 -0.419 2.307
H -2.821 -2.048 2.605
H 0.403 0.041 3.647
H -0.734 -0.902 2.732
H 0.964 -2.200 3.962
H -0.642 -2.667 4.422
H 0.471 -1.688 5.501
C -6.665 2.782 1.863
C -5.174 2.378 2.125
N -4.376 3.533 2.559
C -4.698 4.104 3.868
C -4.491 3.067 4.999
C -4.293 4.607 1.588
C -3.833 4.101 0.197
H -7.190 3.007 2.791
H -7.303 1.988 1.475
H -6.687 3.519 1.061
H -5.124 1.528 2.805
H -4.811 1.943 1.194
H -5.702 4.530 3.842
H -4.004 4.936 3.986
H -5.081 2.164 4.840
H -4.731 3.460 5.987
H -3.493 2.631 5.036
H -5.262 5.105 1.536
H -3.618 5.399 1.912
H -4.650 3.633 -0.351
H -3.491 4.986 -0.342
H -2.974 3.430 0.177
C -3.431 -1.734 -4.771
C -4.796 -1.742 -4.050
N -4.758 -1.036 -2.755
C -6.103 -0.991 -2.242
C -6.134 -0.204 -0.944
C -3.805 -1.637 -1.774
C -4.071 -3.128 -1.445
H -2.972 -0.746 -4.813
H -3.547 -2.116 -5.785
H -2.779 -2.374 -4.177
H -5.568 -1.301 -4.681
H -5.137 -2.774 -3.969
H -6.632 -0.386 -2.977
H -6.529 -1.991 -2.166
H -5.530 0.701 -0.873
H -7.175 0.112 -0.878
H -5.921 -0.837 -0.082
H -3.633 -1.037 -0.881
H -2.866 -1.616 -2.328
H -4.829 -3.214 -0.666
H -3.184 -3.521 -0.947
H -4.289 -3.755 -2.309
C 0.999 -3.108 -2.266
C 0.178 -3.948 -1.249
N 0.862 -5.057 -0.596
C -0.035 -5.770 0.365
C 0.413 -7.219 0.633
C 2.175 -4.761 -0.068
C 2.174 -3.733 1.057
H 0.365 -2.334 -2.699
H 1.434 -3.742 -3.038
H 1.762 -2.535 -1.739
H -0.288 -3.303 -0.504
H -0.664 -4.396 -1.776
H -0.128 -5.218 1.300
H -1.083 -5.795 0.066
H -0.426 -7.794 1.027
H 0.757 -7.784 -0.234
H 1.193 -7.292 1.391
H 2.778 -4.444 -0.919
H 2.724 -5.657 0.223
H 1.894 -4.201 2.000
H 1.418 -2.979 0.836
H 3.156 -3.283 1.201
C 0.811 0.008 -9.622
C 1.266 -0.371 -8.172
N 0.238 -1.210 -7.527
C 0.692 -1.423 -6.110
C 1.897 -2.340 -5.991
C -1.117 -0.677 -7.506
C -1.306 0.700 -6.865
H 0.569 -0.953 -10.075
H 1.635 0.381 -10.231
H -0.067 0.651 -9.670
H 2.150 -1.003 -8.264
H 1.508 0.525 -7.600
H 0.738 -0.459 -5.603
H -0.136 -1.841 -5.538
H 2.760 -1.958 -6.536
H 2.239 -2.393 -4.957
H 1.679 -3.329 -6.395
H -1.784 -1.392 -7.025
H -1.441 -0.612 -8.544
H -1.257 0.587 -5.782
H -2.312 1.099 -6.990
H -0.604 1.447 -7.237
*
```

Properties
Kohn-Sham gap = 6.459 eV
highest occupied orbital energy = -6.06 eV
relative energy (zero: lowest compared OMol25 entry of this formula, charge and spin) = 2.461 eV

The following is a DFT calculation (wB97M-V/def2-TZVPD) of a molecular structure, C31H51As3N6OSScTe.

Structure (ORCA input):
```
! RIJCOSX wB97M-V def2-TZVPD def2/J DEFGRID3
* xyz 3 1
Sc -1.291 0.457 -0.060
C -0.548 0.636 3.939
As 0.941 1.515 3.053
C 0.556 3.151 4.137
C 2.541 0.778 4.118
C 3.450 -0.248 3.403
C 2.584 -1.469 3.054
C 4.095 0.309 2.136
As 2.870 0.836 0.652
C 4.039 2.111 -0.278
C 3.052 -0.725 -0.546
C 4.620 -0.586 4.303
As 4.552 -1.654 6.063
C 4.305 -3.433 5.183
C 2.733 -1.368 6.748
H -0.610 0.810 5.038
H -0.590 -0.424 3.694
H -1.497 1.143 3.623
H 0.290 2.901 5.164
H -0.268 3.735 3.662
H 1.435 3.811 4.117
H 2.069 0.378 5.051
H 3.101 1.738 4.322
H 1.783 -1.215 2.350
H 2.073 -1.871 3.935
H 3.228 -2.292 2.697
H 4.701 -0.464 1.676
H 4.682 1.249 2.285
H 5.066 1.744 -0.192
H 3.911 3.096 0.156
H 3.665 2.133 -1.288
H 4.113 -0.990 -0.724
H 2.541 -0.502 -1.505
H 2.556 -1.605 -0.060
H 5.119 0.359 4.677
H 5.349 -1.111 3.666
H 5.106 -3.607 4.447
H 3.373 -3.447 4.645
H 4.402 -4.221 5.957
H 2.662 -0.304 6.889
H 2.667 -1.873 7.730
H 1.904 -1.686 6.139
Te 0.301 0.145 -3.208
C 0.330 0.772 -5.318
C 1.298 0.368 -6.233
C 1.269 0.795 -7.546
C 0.258 1.650 -7.975
C -0.735 2.128 -7.095
C -0.687 1.607 -5.784
C -1.084 -1.383 -3.798
C -2.258 -1.108 -4.505
C -3.136 -2.091 -4.929
C -2.788 -3.430 -4.666
C -1.609 -3.719 -3.999
C -0.764 -2.715 -3.561
H 2.217 -0.161 -5.943
H 2.044 0.366 -8.197
H 0.205 1.950 -9.029
H -1.519 2.779 -7.465
H -1.378 1.974 -5.008
H -2.482 -0.045 -4.721
H -3.964 -1.767 -5.553
H -3.372 -4.254 -5.069
H -1.333 -4.771 -3.868
H 0.138 -2.985 -3.001
C -4.716 -3.922 1.072
N -3.692 -2.890 0.770
C -2.325 -2.950 1.299
C -1.854 -1.633 0.827
O -0.833 -0.976 1.336
N -2.664 -1.124 -0.114
C -3.751 -1.915 -0.165
N -4.779 -1.826 -1.020
H -4.323 -4.631 1.812
H -5.015 -4.428 0.140
H -5.614 -3.431 1.456
H -1.758 -3.685 0.695
H -2.245 -3.204 2.363
H -4.743 -1.145 -1.747
H -5.307 -2.690 -1.256
C -1.992 4.965 -3.204
C -1.232 4.254 -2.098
C -2.103 3.621 -1.064
N -1.939 2.354 -0.693
N -2.712 1.999 0.412
C -3.593 2.963 0.728
N -4.437 2.784 1.727
S -3.507 4.356 -0.327
H -1.412 4.944 -4.137
H -2.137 6.049 -3.011
H -2.987 4.510 -3.442
H -0.511 4.974 -1.619
H -0.608 3.389 -2.484
H -4.443 1.864 2.157
H -5.051 3.523 2.000
*
```

Properties
Kohn-Sham gap (alpha / beta) = 4.257 / 4.259 eV
highest occupied orbital energy (alpha / beta) = -13.49 / -13.49 eV
relative energy (zero: lowest compared OMol25 entry of this formula, charge and spin) = 0.000 eV

The following is a DFT calculation (wB97M-V/def2-TZVPD) of C6H9N2O5PS in the gas phase.

Structure (ORCA input):
```
! RIJCOSX wB97M-V def2-TZVPD def2/J DEFGRID3
* xyz 0 1
C -1.181 2.099 -1.781
S -0.481 0.559 -2.584
O 0.828 0.934 -3.382
O -1.470 -0.032 -3.618
C -0.017 -0.818 -1.405
C -0.623 -2.243 -2.025
N -0.916 -3.453 -2.451
C -0.435 -0.572 0.160
C -0.925 -2.034 0.808
N -1.369 -3.233 1.086
C 0.961 -0.062 0.928
P 0.669 0.512 2.730
O -0.435 1.649 2.817
O 2.214 1.125 3.310
O 0.196 -0.794 3.798
H -1.155 2.114 -0.611
H -0.506 3.017 -2.134
H -2.249 2.310 -2.245
H 1.172 -0.918 -1.440
H -1.335 0.156 0.330
H 1.758 -0.917 0.818
H 1.361 0.882 0.316
H 2.903 1.043 2.563
H 1.034 -1.323 4.011
*
```

Properties
SMILES = CS(=O)(=O)[C@H](C#N)[C@@H](C#N)CP(=O)(O)O
Kohn-Sham gap = 10.386 eV
highest occupied orbital energy = -11.05 eV

The following is a DFT calculation (wB97M-V/def2-TZVPD) of 2 unconnected molecules or ions with the total composition C2H8NO2.

Structure (ORCA input):
```
! RIJCOSX wB97M-V def2-TZVPD def2/J DEFGRID3
* xyz -1 1
C -1.750 0.352 1.518
O -1.775 -0.545 0.377
H -2.717 0.871 1.562
H -1.356 -0.386 2.370
H -1.112 1.224 1.326
N 2.239 0.257 -1.396
C 0.741 -0.190 -1.133
O 0.503 -1.159 -0.158
H 2.524 0.840 -0.620
H 2.783 -0.612 -1.256
H 0.246 0.761 -0.779
H 0.401 -0.464 -2.121
H -0.726 -0.948 0.309
*
```

Properties
Kohn-Sham gap = 8.009 eV
highest occupied orbital energy = -3.55 eV
relative energy (zero: lowest compared OMol25 entry of this formula, charge and spin) = 1.201 eV

The following is a DFT calculation (wB97M-V/def2-TZVPD) of a molecular structure, C34H36As2BrCsF3N2O2S.

Structure (ORCA input):
```
! RIJCOSX wB97M-V def2-TZVPD def2/J DEFGRID3
* xyz -1 1
Cs -0.108 1.585 -0.559
C -0.940 -1.578 1.900
As -2.470 -0.553 1.220
C -3.367 -0.233 2.920
C -3.499 -2.093 0.528
C -4.577 -2.647 1.216
C -5.315 -3.690 0.674
C -4.980 -4.201 -0.571
C -3.909 -3.658 -1.265
C -3.166 -2.607 -0.735
As -1.668 -1.813 -1.739
C -2.567 -1.518 -3.455
C -0.725 -3.460 -2.217
H -1.268 -2.412 2.521
H -0.302 -0.908 2.477
H -0.361 -1.963 1.059
H -3.426 -1.112 3.564
H -4.370 0.155 2.738
H -2.787 0.550 3.410
H -4.848 -2.257 2.189
H -6.151 -4.103 1.226
H -5.549 -5.015 -1.003
H -3.654 -4.059 -2.240
H -2.913 -2.447 -3.910
H -1.855 -1.027 -4.120
H -3.421 -0.859 -3.299
H -1.401 -4.212 -2.625
H -0.236 -3.858 -1.329
H 0.039 -3.216 -2.954
C 6.038 -0.854 -0.204
C 4.840 -1.583 0.423
C 5.315 -2.903 1.044
C 3.843 -1.898 -0.691
C 4.229 -0.696 1.510
C 5.002 -0.323 2.625
C 4.516 0.511 3.615
C 3.216 0.994 3.498
S 2.328 2.099 4.491
C 0.950 1.996 3.355
N 1.168 1.188 2.374
C 2.425 0.626 2.408
C 2.935 -0.219 1.420
C -0.272 2.805 3.558
C -0.390 3.532 4.753
C -1.503 4.314 4.978
C -2.491 4.365 3.993
C -2.337 3.643 2.817
C -1.225 2.826 2.519
H 6.488 -1.475 -0.983
H 6.806 -0.627 0.537
H 5.715 0.083 -0.660
H 5.760 -3.540 0.276
H 4.475 -3.440 1.490
H 6.062 -2.739 1.822
H 4.330 -2.527 -1.440
H 3.485 -0.999 -1.196
H 2.978 -2.448 -0.311
H 6.019 -0.685 2.715
H 5.140 0.791 4.455
H 2.303 -0.461 0.575
H 0.387 3.478 5.512
H -1.609 4.876 5.899
H -3.375 4.975 4.154
H -3.136 3.723 2.079
Br -2.496 5.204 -6.591
C -2.266 4.464 -4.864
C -1.909 5.284 -3.810
C -1.754 4.688 -2.567
N -1.932 3.389 -2.345
C -2.261 2.625 -3.381
C -2.448 3.110 -4.668
H -1.753 6.344 -3.947
H -1.475 5.288 -1.707
H -2.356 1.563 -3.187
H -2.702 2.450 -5.483
F 3.254 -0.263 -4.627
C 2.017 -0.514 -4.156
F 1.234 -0.740 -5.223
F 2.089 -1.688 -3.481
C 1.503 0.627 -3.221
O 2.270 0.914 -2.288
O 0.367 1.057 -3.490
*
```

Properties
Kohn-Sham gap = 5.925 eV
highest occupied orbital energy = -3.92 eV
relative energy (zero: lowest compared OMol25 entry of this formula, charge and spin) = 0.232 eV

The following is a DFT calculation (wB97M-V/def2-TZVPD) of 3 unconnected molecules or ions with the total composition CH9N3O.

Structure (ORCA input):
```
! RIJCOSX wB97M-V def2-TZVPD def2/J DEFGRID3
* xyz 0 1
C 0.279 1.140 0.162
N -1.036 -0.870 0.430
N -2.067 -0.664 -0.541
H -1.272 -0.744 1.414
H -2.796 -0.088 -0.131
H -2.473 -1.557 -0.814
H 1.042 1.375 0.896
H 0.328 1.665 -0.787
H -0.693 1.447 0.534
N 1.516 -0.317 -0.392
O 2.794 0.274 -0.089
H 3.071 -0.177 0.717
H 1.482 -0.241 -1.408
H -0.174 -1.243 0.009
*
```

Properties
Kohn-Sham gap = 8.533 eV
highest occupied orbital energy = -7.53 eV
relative energy (zero: lowest compared OMol25 entry of this formula, charge and spin) = 4.188 eV

The following is a DFT calculation (wB97M-V/def2-TZVPD) of C6H7N3O in the gas phase.

Structure (ORCA input):
```
! RIJCOSX wB97M-V def2-TZVPD def2/J DEFGRID3
* xyz 0 1
C 3.269 -0.204 -0.258
C 1.930 0.231 0.213
C -0.394 -0.211 -0.102
C -2.100 1.394 -0.274
C -3.076 0.442 0.091
C -2.607 -0.837 0.335
H 3.318 -0.422 -1.277
H 3.439 -1.283 0.232
H 4.190 0.394 0.334
H 1.006 -1.509 -0.543
H -2.299 2.323 -0.542
H -4.319 0.563 0.387
H -3.081 -1.599 0.806
N 0.912 -0.534 -0.161
N -0.785 1.127 -0.314
N -1.277 -1.195 0.250
O 1.872 1.319 0.823
*
```

Properties
SMILES = CC(=O)Nc1ncccn1
Kohn-Sham gap = 9.960 eV
highest occupied orbital energy = -9.43 eV
relative energy (zero: lowest compared OMol25 entry of this formula, charge and spin) = 1.692 eV

The following is a DFT calculation (wB97M-V/def2-TZVPD) of a molecular structure, C24H23ClI2LuN3O2.

Structure (ORCA input):
```
! RIJCOSX wB97M-V def2-TZVPD def2/J DEFGRID3
* xyz -2 1
Lu 0.219 0.803 0.223
I -2.461 -1.082 -7.216
C -1.944 -0.368 -5.276
C -2.724 0.611 -4.689
C -2.340 1.064 -3.443
I -3.452 2.556 -2.464
C -1.194 0.602 -2.742
O -0.857 1.107 -1.613
C -0.456 -0.437 -3.385
C 0.741 -1.026 -2.682
N 0.448 -1.335 -1.282
C -0.676 -2.266 -1.110
C -1.207 -2.267 0.290
C -1.886 -3.345 0.798
C -2.847 -3.205 1.812
C -3.260 -1.868 2.070
C -2.571 -0.811 1.576
N -1.268 -0.975 0.956
C -0.834 -0.892 -4.636
H -3.602 1.007 -5.178
H 1.569 -0.308 -2.685
H 1.070 -1.916 -3.240
H 1.275 -1.722 -0.839
H -0.413 -3.295 -1.402
H -1.453 -1.931 -1.809
H -1.745 -4.314 0.320
H -3.380 -4.057 2.217
H -4.200 -1.690 2.588
H -2.947 0.205 1.636
H -0.259 -1.679 -5.112
Cl -1.134 3.199 0.863
C 0.636 3.191 0.283
H 1.151 3.785 1.046
H 0.601 3.824 -0.609
N 8.050 -0.467 -0.181
C 6.912 -0.282 -0.142
C 5.511 -0.050 -0.090
C 4.676 -0.849 0.701
C 3.315 -0.599 0.745
C 2.674 0.445 0.040
C 3.565 1.216 -0.740
C 4.928 0.992 -0.820
H 5.116 -1.661 1.271
H 2.703 -1.250 1.366
H 3.166 2.053 -1.311
H 5.563 1.616 -1.441
C 0.456 1.121 3.351
O -0.364 0.653 2.320
C -0.070 -0.791 1.870
C -0.116 -1.683 3.092
H 1.499 0.797 3.223
H 0.099 0.780 4.328
H 0.422 2.214 3.332
H 0.757 -1.521 3.734
H -0.091 -2.716 2.746
H -1.030 -1.541 3.681
*
```

Properties
Kohn-Sham gap = 3.244 eV
highest occupied orbital energy = 0.25 eV
relative energy (zero: lowest compared OMol25 entry of this formula, charge and spin) = 0.178 eV

What DFT total energy values result from the calculations? In sequence: -72981.2695 -265281.3962 -39702.6504 -7787.9838 -254175.6751 -7694.2969 -12851.3849 -96170.0604 eV.